# 1
{"formula": "C4H5N3", "method": "ωB97M-V/def2-TZVPD", "orbital_gap_ha": [0.35333, 0.23733], "energy_ev": -8694.2508, "e_above_lowest_ev": 5.562, "elements": ["N", "N", "N", "C", "C", "C", "C", "H", "H", "H", "H", "H"], "xyz": [[0.44, 3.31, 1.30], [-0.31, -0.47, 0.37], [-1.59, 0.63, -1.46], [0.05, -1.84, 0.00], [-0.69, 0.54, -0.64], [0.49, 2.42, 0.56], [0.51, 1.28, -0.29], [0.67, -2.30, 0.77], [1.46, 1.04, -0.78], [-0.77, -0.38, 1.28], [0.60, -1.80, -0.95], [-0.86, -2.44, -0.16]], "mulliken_charge": [-0.412, -0.168, -0.462, -0.749, 0.381, 0.314, -0.329, 0.298, 0.323, 0.245, 0.283, 0.276]}



# 2
{"formula": "C13H23FNPSr", "method": "ωB97M-V/def2-TZVPD", "orbital_gap_ha": 0.19488, "energy_ev": -28183.4041, "e_above_lowest_ev": 0.941, "elements": ["Sr", "P", "F", "N", "C", "C", "C", "C", "C", "C", "C", "C", "C", "C", "C", "C", "C", "H", "H", "H", "H", "H", "H", "H", "H", "H", "H", "H", "H", "H", "H", "H", "H", "H", "H", "H", "H", "H", "H", "H"], "xyz": [[2.34, 0.38, 1.91], [-0.57, -1.02, 2.25], [1.52, 2.45, 1.75], [-0.91, 1.74, -1.64], [0.53, -2.39, 1.58], [1.57, 0.24, -0.88], [-1.43, -1.88, 3.63], [-1.89, -1.10, 0.97], [0.88, -0.48, 0.08], [2.01, -2.50, -0.57], [2.34, -0.45, -1.83], [-1.53, 0.74, -2.46], [1.49, 1.76, -0.97], [2.55, -1.81, -1.66], [-1.81, 2.67, -1.01], [0.42, 2.19, -2.00], [1.13, -1.83, 0.30], [-0.76, -1.93, 4.50], [1.29, -2.61, 2.35], [3.15, -2.32, -2.42], [-2.66, -0.32, 1.10], [-1.70, -2.88, 3.30], [-2.32, -1.32, 3.95], [-0.31, 1.16, 2.91], [-2.61, 2.13, -0.47], [-1.24, 3.30, -0.29], [2.21, -3.57, -0.42], [-2.39, 0.29, -1.93], [-0.81, -0.06, -2.70], [0.04, 1.54, 2.41], [-0.10, -3.27, 1.44], [-1.44, -0.88, 0.00], [1.25, 2.26, -0.01], [-1.91, 1.15, -3.41], [2.45, 2.21, -1.29], [-2.31, -2.10, 0.99], [0.40, 3.29, -2.08], [0.68, 1.74, -2.97], [-2.29, 3.34, -1.75], [2.76, 0.13, -2.66]], "mulliken_charge": [1.707, 0.473, -0.877, 0.512, -0.977, 0.013, -1.212, -0.965, -2.084, -0.884, -0.732, -1.116, -0.428, -0.800, -1.031, -1.518, 2.500, 0.344, 0.290, 0.351, 0.366, 0.332, 0.363, 0.137, 0.244, 0.309, 0.456, 0.332, 0.287, -0.240, 0.458, 0.064, 0.216, 0.318, 0.548, 0.427, 0.557, 0.488, 0.324, 0.450]}



# 3
{"formula": "C3H5Cl3S", "method": "ωB97M-V/def2-TZVPD", "orbital_gap_ha": [0.26281, 0.31335], "energy_ev": -51590.6031, "multiplicity": 3, "elements": ["Cl", "Cl", "Cl", "S", "C", "C", "C", "H", "H", "H", "H", "H"], "xyz": [[3.04, 1.20, -1.56], [-1.72, -0.54, 1.56], [-0.95, 2.17, 2.30], [2.08, -0.43, -0.45], [1.86, 0.35, 1.05], [-0.91, 0.85, 1.08], [-1.05, 1.22, -0.39], [-2.06, 1.02, -0.64], [1.40, 1.32, 0.99], [-0.55, 2.15, -0.75], [-0.30, 0.41, -0.80], [1.81, -0.37, 1.82]], "lowdin_spin": [0.121, 0.147, 0.110, 0.267, 0.560, 0.633, 0.062, 0.016, 0.036, -0.001, 0.018, 0.031]}



# 4
{"formula": "CH2N2O3", "method": "ωB97M-V/def2-TZVPD", "orbital_gap_ha": 0.34030, "energy_ev": -10186.1582, "smiles": "O=NC[N+](=O)[O-]", "e_above_lowest_ev": 3.938, "elements": ["O", "O", "O", "N", "N", "C", "H", "H"], "xyz": [[-1.42, 1.73, -0.50], [-1.73, -1.22, 0.34], [-1.55, -0.86, -1.74], [-0.29, 1.37, -0.44], [-1.15, -0.80, -0.64], [0.07, -0.01, -0.40], [0.88, -0.35, -1.09], [0.48, -0.11, 0.64]], "mulliken_charge": [-0.284, -0.528, -0.494, 0.082, 0.880, -0.222, 0.300, 0.266]}



# 5
{"formula": "C51H63N3NaO5P3", "method": "ωB97M-V/def2-TZVPD", "orbital_gap_ha": 0.18434, "energy_ev": -100906.7277, "charge": -2, "e_above_lowest_ev": 0.000, "elements": ["P", "P", "P", "Na", "O", "O", "O", "O", "O", "N", "N", "N", "C", "C", "C", "C", "C", "C", "C", "C", "C", "C", "C", "C", "C", "C", "C", "C", "C", "C", "C", "C", "C", "C", "C", "C", "C", "C", "C", "C", "C", "C", "C", "C", "C", "C", "C", "C", "C", "C", "C", "C", "C", "C", "C", "C", "C", "C", "C", "C", "C", "C", "C", "H", "H", "H", "H", "H", "H", "H", "H", "H", "H", "H", "H", "H", "H", "H", "H", "H", "H", "H", "H", "H", "H", "H", "H", "H", "H", "H", "H", "H", "H", "H", "H", "H", "H", "H", "H", "H", "H", "H", "H", "H", "H", "H", "H", "H", "H", "H", "H", "H", "H", "H", "H", "H", "H", "H", "H", "H", "H", "H", "H", "H", "H", "H"], "xyz": [[0.67, -2.16, -1.38], [-1.16, 0.20, 2.25], [2.38, 2.21, -0.51], [-1.27, -0.07, -0.65], [-0.74, 3.21, -2.93], [-1.78, -0.40, -2.82], [-3.50, 0.86, -0.58], [-2.57, 0.21, -4.84], [-0.78, 2.06, -1.03], [1.43, 4.20, 1.26], [1.58, 3.68, -0.99], [-1.33, -2.32, 0.68], [-1.50, -1.72, 4.31], [3.13, -2.01, -0.08], [-0.89, -4.38, -2.33], [-0.65, -3.42, -1.35], [2.41, -3.69, -3.20], [6.02, 2.67, 1.30], [4.60, 3.99, -0.68], [-0.71, 5.90, 0.79], [-4.26, 0.56, -1.76], [-3.48, 1.25, -2.90], [4.05, 1.00, -2.42], [-0.13, 5.22, -0.25], [-5.02, 2.60, -0.81], [4.75, 2.23, 0.94], [0.85, 4.87, 2.26], [-1.58, -3.00, 4.85], [1.80, -2.76, -0.02], [4.35, 0.41, -3.65], [-2.50, 1.33, 2.89], [-1.43, -1.46, 2.94], [-1.70, -3.23, 6.33], [-1.99, 2.77, 2.79], [-1.43, -2.55, 2.00], [-0.21, 5.73, 2.09], [-3.51, 2.29, -0.75], [-5.57, 1.32, -1.49], [2.00, -4.27, 0.15], [2.15, 0.96, -4.43], [0.96, 4.37, 0.02], [0.49, 1.02, 4.57], [-1.97, -5.25, -2.29], [1.64, -2.39, -2.95], [-1.53, -4.06, 3.94], [6.57, 3.78, 0.68], [-1.54, -3.33, -0.25], [0.42, 0.80, 3.06], [2.81, 1.58, -2.19], [-2.85, -5.14, -1.22], [3.40, 0.41, -4.66], [0.76, -2.01, -4.16], [-2.51, 0.27, -3.60], [-1.34, 2.56, -2.03], [-3.18, 1.07, 4.23], [-2.64, -4.20, -0.22], [-2.87, 2.47, -2.13], [5.85, 4.44, -0.31], [1.53, -0.16, 2.61], [-1.46, -3.86, 2.58], [-2.20, -6.24, -3.40], [4.03, 2.88, -0.06], [1.85, 1.53, -3.20], [-6.20, 0.75, -0.81], [0.03, -2.78, -4.40], [4.31, 1.38, 1.43], [-1.01, -4.00, 6.68], [-4.17, 1.61, -3.67], [2.82, -3.69, -4.22], [4.81, 1.00, -1.64], [5.32, -0.04, -3.80], [1.40, -1.87, -5.04], [2.50, 0.21, 2.95], [-0.50, 5.29, -1.27], [-4.01, 1.77, 4.37], [-3.04, -6.90, -3.17], [-0.30, 1.67, 4.94], [-2.50, 1.20, 5.07], [-1.32, -6.87, -3.57], [-1.47, -2.31, 6.88], [0.95, 3.57, -1.80], [-2.96, 2.75, 0.07], [-3.72, -5.79, -1.16], [-4.35, -0.52, -1.87], [-5.43, 2.73, 0.20], [3.26, -3.79, -2.52], [3.74, -2.35, -0.92], [4.03, 4.50, -1.45], [1.04, -4.79, 0.17], [-3.20, 3.40, -2.59], [2.38, -1.59, -2.85], [0.19, -1.11, -3.97], [-0.22, -4.45, -3.18], [-1.40, -4.72, 1.93], [-0.65, 6.24, 2.94], [-1.56, 6.55, 0.61], [1.45, 1.48, 4.82], [-2.82, 3.48, 2.85], [-5.22, 3.51, -1.38], [1.39, 0.94, -5.20], [6.28, 5.31, -0.80], [-1.53, -5.08, 4.32], [3.71, -2.18, 0.83], [0.85, 1.93, -3.05], [0.43, 0.07, 5.10], [6.57, 2.16, 2.08], [-3.26, 1.20, 2.11], [0.60, 1.76, 2.56], [7.55, 4.13, 0.97], [2.52, -4.47, 1.09], [-1.31, 3.00, 3.61], [2.98, -0.94, -0.19], [-2.71, -3.53, 6.62], [-2.43, -5.74, -4.35], [1.56, -0.24, 1.53], [1.80, -4.58, -3.09], [3.63, -0.05, -5.62], [-1.51, -0.88, 4.99], [1.26, 4.69, 3.25], [1.26, -2.41, 0.87], [-1.45, 2.94, 1.86], [2.59, -4.70, -0.66], [-3.59, 0.06, 4.29], [1.37, -1.15, 3.03], [-6.13, 1.52, -2.40], [-3.34, -4.12, 0.60]], "mulliken_charge": [1.871, 1.136, 1.877, 0.615, -0.848, -0.164, -0.320, -0.900, 0.951, -0.187, -0.456, 0.346, 0.344, -1.359, -0.262, -0.132, -1.827, -0.565, -0.419, -0.329, -0.095, 0.186, -0.699, -0.632, -1.053, -0.024, -0.455, 0.125, 1.755, -0.679, 1.323, 0.096, -1.720, -1.154, -0.455, -0.547, 0.161, -1.097, -1.715, -0.544, 0.230, -2.015, 0.349, 1.554, -1.229, -0.382, -0.561, 1.588, 0.316, -0.991, -0.529, -1.497, -0.596, -0.580, -1.790, -0.055, 0.024, -0.712, -1.332, -0.656, -1.595, -0.388, -0.617, 0.366, 0.426, 0.299, 0.369, 0.400, 0.538, 0.341, 0.364, 0.521, 0.594, 0.417, 0.490, 0.392, 0.325, 0.238, 0.311, 0.362, 0.272, 0.200, 0.251, 0.659, 0.312, 0.381, 0.198, 0.403, 0.292, 0.510, -0.926, -0.074, 0.248, 0.399, 0.377, 0.396, 0.485, 0.494, 0.382, 0.390, 0.376, 0.310, 0.469, 0.341, 0.371, 0.402, -0.332, -0.802, 0.355, 0.498, 0.309, 0.287, 0.294, 0.278, -0.051, 0.153, 0.336, 0.264, 0.318, -0.940, -0.213, 0.245, 0.389, 0.281, 0.393, 0.581]}



# 6
{"formula": "C4H9ClIN", "method": "ωB97M-V/def2-TZVPD", "orbital_gap_ha": 0.31773, "energy_ev": -26406.6206, "smiles": "CN(I)C(C)(C)Cl", "e_above_lowest_ev": 0.000, "elements": ["I", "Cl", "N", "C", "C", "C", "C", "H", "H", "H", "H", "H", "H", "H", "H", "H"], "xyz": [[1.66, 2.06, -0.73], [-1.85, -0.83, -0.81], [0.33, 0.52, -1.15], [1.03, -0.59, -1.77], [0.09, -0.66, 1.06], [-1.24, 1.41, 0.52], [-0.54, 0.18, -0.05], [0.94, -0.12, 1.48], [-0.58, 1.95, 1.19], [0.42, -1.62, 0.69], [1.79, -1.05, -1.13], [-0.64, -0.83, 1.85], [-1.54, 2.07, -0.30], [1.50, -0.22, -2.68], [-2.12, 1.11, 1.07], [0.30, -1.34, -2.04]], "mulliken_charge": [0.104, -0.193, -0.504, -0.952, -1.322, -1.694, 1.147, 0.274, 0.415, 0.367, 0.358, 0.408, 0.419, 0.359, 0.442, 0.371]}